348
Properties=species:S:1:pos:R:3:lowdin_charge:R:1 method="wB97M-V/def2-TZVPD" total_charge=+10 spin_multiplicity=1 homo_energy_ev=-20.09 energy_ha=-25381.0112 orbital_gap_ev=3.1
C 5.0758 0.3037 0.7799 0.022
N 5.1765 1.6358 0.2161 -0.082
C 5.1293 1.6992 -1.1305 0.036
C 5.0291 2.9756 -1.7428 0.043
C 4.9800 4.1040 -0.9972 -0.149
C 5.0660 3.9835 0.3803 0.069
C 5.1529 2.7272 0.9684 0.047
C 4.9355 5.4840 -1.5741 -0.070
C 5.6798 5.7529 -2.7475 0.059
C 5.5737 6.9702 -3.3561 -0.027
N 4.8836 7.9378 -2.8426 -0.105
C 4.2207 7.7957 -1.7006 0.020
C 4.2372 6.5952 -1.0202 0.072
C 5.0886 9.2279 -3.4250 0.034
H 4.2212 -0.1800 0.3068 0.097
H 4.8817 0.4050 1.8477 0.033
H 6.0350 -0.1639 0.5578 0.119
H 5.1819 0.7509 -1.6446 0.150
H 4.9866 3.0422 -2.8199 0.123
H 5.0700 4.8832 0.9778 0.127
H 5.2792 2.5500 2.0262 0.156
H 6.3038 4.9723 -3.1570 0.138
H 6.2094 7.0992 -4.2196 0.167
H 3.7978 8.6742 -1.2361 0.154
H 3.6460 6.4745 -0.1245 0.058
H 6.0569 9.6048 -3.0956 0.137
H 4.3367 9.9196 -3.0451 0.105
H 5.1092 9.1656 -4.5130 0.121
C -10.1960 6.4943 -6.3327 0.061
N -9.5213 5.7319 -5.2584 -0.082
C -8.7587 6.4208 -4.3496 0.050
C -8.1216 5.7074 -3.3479 0.054
C -8.1677 4.3027 -3.4268 -0.096
C -8.9413 3.6900 -4.4336 0.064
C -9.6316 4.4573 -5.3234 -0.023
C -7.3175 3.5405 -2.4567 -0.157
C -6.6025 2.4241 -2.9259 0.019
C -5.7946 1.6708 -1.9938 0.030
N -5.8186 1.9633 -0.6258 -0.036
C -6.4744 3.0881 -0.2206 0.025
C -7.2712 3.7820 -1.1016 0.024
C -5.1697 1.0173 0.2983 -0.011
H -9.5385 7.3374 -6.5448 0.111
H -11.1132 6.8177 -5.8405 0.131
H -10.4179 5.9465 -7.2485 0.120
H -8.6948 7.4989 -4.3422 0.156
H -7.5477 6.2555 -2.6154 0.130
H -9.0352 2.6244 -4.5820 0.140
H -10.1293 4.0461 -6.1892 0.166
H -6.5560 2.2105 -3.9835 0.110
H -5.1751 0.8612 -2.3505 0.048
H -6.5647 3.2926 0.8360 0.143
H -7.8358 4.6299 -0.7429 0.138
H -4.0979 1.0994 0.1178 0.082
H -5.5912 0.0526 0.0157 0.081
H -5.4994 1.2659 1.3071 0.093
C -3.8046 5.7014 -0.0216 -0.022
N -3.0214 6.8996 -0.3307 -0.053
C -2.0050 7.2248 0.5290 0.029
C -1.1703 8.3030 0.2605 0.061
C -1.2695 9.1174 -0.9217 -0.101
C -2.3071 8.6959 -1.7596 0.023
C -3.1420 7.6200 -1.4883 0.007
C -0.4539 10.3126 -1.3081 -0.102
C 0.0082 11.2574 -0.3414 0.077
C 0.6177 12.4066 -0.7548 0.043
N 0.8681 12.6791 -2.0603 -0.110
C 0.4531 11.8013 -2.9950 0.035
C -0.2156 10.6377 -2.6400 0.029
C 1.5584 13.8089 -2.4859 0.024
H -4.2581 5.8678 0.9555 0.112
H -3.0788 4.8886 0.0052 0.078
H -4.5394 5.5968 -0.8199 0.056
H -1.9242 6.6612 1.4467 0.122
H -0.3168 8.5935 0.8549 0.112
H -2.4870 9.2715 -2.6555 0.124
H -4.0374 7.4816 -2.0761 0.130
H -0.0433 11.1275 0.7295 0.144
H 1.1228 13.1412 -0.1453 0.168
H 0.7558 12.1046 -3.9863 0.151
H -0.5177 10.0110 -3.4660 0.125
H 1.1138 14.6607 -1.9715 0.140
H 1.5887 13.9826 -3.5616 0.132
H 2.5187 13.6656 -1.9906 0.133
C -4.4329 -1.2648 -5.5619 0.003
N -3.6559 -0.0159 -5.9401 -0.033
C -2.5963 0.4513 -5.2348 0.002
C -1.9343 1.6387 -5.5206 0.011
C -2.3247 2.3818 -6.6680 -0.130
C -3.4729 1.9012 -7.3780 0.060
C -4.1280 0.7248 -6.9978 0.037
C -1.5542 3.5701 -7.1368 -0.131
C -0.9231 4.4483 -6.2010 0.042
C -0.2599 5.5679 -6.6633 -0.024
N -0.2307 5.9201 -7.9356 -0.077
C -0.7517 5.0690 -8.8749 0.074
C -1.4234 3.8936 -8.4580 0.032
C 0.5850 6.9932 -8.4544 0.024
H -5.0940 -0.9124 -4.7702 0.077
H -3.8513 -2.0570 -5.0905 0.038
H -5.0775 -1.6751 -6.3392 0.107
H -2.3371 -0.2065 -4.4183 0.084
H -1.1362 1.8588 -4.8271 0.095
H -3.7936 2.5449 -8.1837 0.130
H -4.9999 0.3172 -7.4878 0.148
H -0.8983 4.2829 -5.1341 0.073
H 0.3694 6.0995 -5.9649 0.147
H -0.5094 5.2754 -9.9070 0.157
H -1.8152 3.2264 -9.2114 0.126
H 1.6329 6.6936 -8.4643 0.104
H 0.5571 7.7462 -7.6668 0.108
H 0.3929 7.4915 -9.4046 0.134
C 0.2895 4.4209 -0.8501 0.014
N 0.0448 3.1268 -0.2183 -0.071
C 0.9185 2.7291 0.7371 0.022
C 0.8160 1.4170 1.2123 0.035
C -0.1398 0.5474 0.6918 -0.123
C -1.0457 0.9661 -0.2773 0.033
C -0.9114 2.3050 -0.6714 -0.008
C -0.2452 -0.9004 1.1651 -0.074
C 0.2288 -1.3323 2.4255 0.036
C 0.1593 -2.6619 2.7091 -0.002
N -0.4857 -3.5633 1.9400 -0.027
C -1.0550 -3.1189 0.7735 0.007
C -0.9175 -1.8440 0.3494 -0.024
C -0.6586 -4.9348 2.3644 -0.012
H 0.7944 4.1804 -1.7857 0.094
H 0.7019 5.1308 -0.1331 0.052
H -0.7043 4.7960 -1.0944 0.071
H 1.5903 3.5174 1.0431 0.078
H 1.4161 1.0280 2.0216 0.064
H -1.8441 0.3312 -0.6318 0.062
H -1.5347 2.6530 -1.4818 0.089
H 0.6963 -0.6057 3.0735 0.054
H 0.6237 -3.0195 3.6163 0.105
H -1.4761 -3.8508 0.1002 0.102
H -1.2333 -1.6018 -0.6546 0.011
H -0.2831 -5.0420 3.3820 0.084
H -0.0576 -5.6137 1.7594 0.078
H -1.7064 -5.2200 2.2706 0.082
C -5.9663 -7.2746 -1.1210 -0.006
N -5.6071 -7.2791 0.3213 -0.061
C -4.5970 -8.0600 0.8120 -0.039
C -4.1821 -7.9681 2.1087 0.032
C -4.8524 -7.0680 2.9305 -0.117
C -5.9778 -6.3482 2.4721 0.069
C -6.3965 -6.4330 1.1021 0.096
C -4.4349 -6.8960 4.3805 -0.137
C -3.1274 -6.6185 4.6253 0.016
C -2.6584 -6.3980 5.9345 0.015
N -3.5384 -6.4558 6.9707 -0.070
C -4.8888 -6.6432 6.8074 0.083
C -5.3489 -6.8987 5.4693 0.093
C -3.0004 -5.8789 8.2292 0.027
H -5.5239 -6.4241 -1.6397 0.071
H -7.0391 -7.3563 -1.2954 0.115
H -5.5784 -8.1955 -1.5565 0.103
H -4.0698 -8.6894 0.1103 0.113
H -3.3758 -8.5478 2.5333 0.142
H -6.4254 -5.6573 3.1711 0.116
H -7.2202 -5.9375 0.6098 0.150
H -2.5059 -6.3994 3.7697 0.098
H -1.6851 -5.9549 6.0854 0.074
H -5.5269 -6.5950 7.6775 0.152
H -6.3758 -7.1562 5.2561 0.135
H -3.7753 -5.7416 8.9834 0.111
H -2.6451 -4.8847 7.9583 0.045
H -2.2527 -6.6072 8.5431 0.117
C -2.7590 7.4296 5.2256 0.053
N -2.0990 6.1927 5.7611 -0.077
C -1.0793 5.6294 5.0811 0.001
C -0.4727 4.4316 5.5313 0.053
C -0.9505 3.8487 6.7095 -0.115
C -1.9921 4.4932 7.4441 0.075
C -2.5554 5.6287 6.8972 0.011
C -0.3273 2.5971 7.2470 -0.097
C -0.1501 1.3816 6.4615 0.101
C 0.6345 0.3200 7.0666 -0.006
N 1.2336 0.4802 8.2866 -0.066
C 1.0088 1.6263 8.9812 0.008
C 0.1852 2.6284 8.5499 0.032
C 1.8821 -0.6908 8.9317 0.019
H -3.6681 7.0740 4.7408 0.101
H -2.1049 7.8980 4.4901 0.096
H -3.0425 8.0851 6.0490 0.115
H -0.8683 6.1555 4.1619 0.099
H 0.3733 4.0582 4.9735 0.123
H -2.3943 4.1582 8.3888 0.144
H -3.3868 6.1622 7.3336 0.158
H -0.4387 1.3271 5.4222 0.091
H 0.8407 -0.6672 6.6803 0.038
H 1.4191 1.7881 9.9670 0.151
H 0.2007 3.5769 9.0661 0.142
H 2.3049 -0.3465 9.8755 0.104
H 2.5345 -1.1604 8.1955 0.093
H 1.0468 -1.3023 9.2729 0.108
C 6.6864 -7.0231 5.1198 -0.073
C 7.4935 -6.1655 4.2298 -0.165
N 6.9173 -4.8050 4.2230 -0.027
C 5.7844 -4.2979 3.6396 -0.026
C 5.7023 -2.9604 3.9822 -0.032
N 6.9344 -2.5615 4.5302 -0.052
C 7.6709 -3.7294 4.6293 0.032
C 7.4487 -1.1888 4.8291 0.021
H 7.0863 -8.0354 5.1782 0.105
H 5.6371 -7.1262 4.8433 0.072
H 6.7775 -6.6783 6.1498 0.091
H 7.4078 -6.5799 3.2253 0.124
H 8.5033 -6.2022 4.6386 0.143
H 4.9454 -4.8112 3.1937 0.098
H 4.9549 -2.2526 3.6556 0.068
H 8.7107 -3.7833 4.9164 0.171
H 6.7545 -0.3968 4.5483 0.074
H 8.3076 -0.8509 4.2492 0.101
H 7.6618 -1.1172 5.8957 0.101
C 2.3778 -2.9589 -0.5505 -0.043
C 2.8132 -4.4092 -0.2361 -0.166
N 2.5625 -5.2729 -1.3483 0.001
C 3.2253 -5.1864 -2.5830 -0.038
C 2.7185 -6.0774 -3.4545 -0.013
N 1.8022 -6.8645 -2.7352 -0.092
C 1.7392 -6.4137 -1.4754 0.000
C 0.9203 -7.8446 -3.2878 -0.022
H 3.1807 -2.5318 -1.1513 0.070
H 2.2133 -2.4076 0.3753 0.074
H 1.4350 -2.8275 -1.0815 0.057
H 2.3045 -4.8448 0.6239 0.085
H 3.8653 -4.2601 0.0067 0.115
H 3.9927 -4.4890 -2.8847 0.133
H 2.9859 -6.3192 -4.4726 0.141
H 1.1046 -6.7992 -0.6910 0.095
H -0.0070 -7.4012 -3.6507 0.070
H 0.7641 -8.5667 -2.4864 0.105
H 1.4242 -8.4174 -4.0663 0.112
C 6.1243 -3.1497 11.8145 -0.061
C 5.4551 -2.1359 10.9377 -0.187
N 4.6080 -2.8262 10.0179 -0.035
C 3.3419 -3.2738 10.1521 -0.042
C 2.8370 -3.8157 9.0087 -0.002
N 3.7936 -3.6102 8.0246 -0.087
C 4.8768 -2.9983 8.6509 0.060
C 3.7652 -4.0018 6.6751 -0.024
H 5.4354 -3.7697 12.3881 0.090
H 6.6578 -2.5777 12.5737 0.101
H 6.7914 -3.8948 11.3809 0.095
H 6.2808 -1.6424 10.4252 0.133
H 4.9554 -1.3605 11.5184 0.143
H 2.8751 -3.2070 11.1237 0.157
H 1.9184 -4.2636 8.6597 0.103
H 5.7886 -2.6848 8.1644 0.153
H 3.1950 -4.9208 6.5393 0.103
H 4.7598 -4.2259 6.2896 0.083
H 3.2240 -3.3073 6.0326 0.092
C -5.6606 -6.4757 -4.5072 -0.074
C -5.1513 -5.6907 -5.6649 -0.180
N -3.8617 -5.0332 -5.5660 -0.022
C -3.2415 -4.2504 -6.5566 -0.017
C -2.0569 -3.7583 -6.0380 -0.049
N -1.8953 -4.2150 -4.7388 -0.048
C -3.0461 -4.9462 -4.4399 0.046
C -0.7478 -3.9950 -3.8299 0.008
H -6.6423 -6.8962 -4.7253 0.112
H -5.7440 -5.7901 -3.6640 0.067
H -5.0136 -7.2936 -4.1902 0.094
H -5.8240 -4.8332 -5.6539 0.132
H -5.2624 -6.2520 -6.5927 0.150
H -3.7321 -4.0862 -7.5046 0.141
H -1.3848 -3.1181 -6.5900 0.128
H -3.3502 -5.3681 -3.4934 0.087
H -0.2604 -3.0545 -4.0866 0.061
H 0.0092 -4.7723 -3.9335 0.083
H -1.0989 -3.9984 -2.7980 0.064
C 3.2989 4.3211 -6.4206 -0.062
C 3.6846 2.9537 -6.9911 -0.114
N 2.4862 2.2623 -7.5577 -0.016
C 1.4744 1.6145 -6.8865 0.015
C 0.5552 1.2145 -7.8213 -0.002
N 1.0238 1.6157 -9.0515 -0.098
C 2.1459 2.3308 -8.8625 0.023
C 0.4309 1.4298 -10.3062 -0.001
H 4.1568 4.6716 -5.8467 0.071
H 2.4531 4.4081 -5.7386 0.066
H 3.2025 5.0608 -7.2153 0.068
H 4.0666 2.2919 -6.2139 0.121
H 4.5174 3.1162 -7.6753 0.143
H 1.5340 1.6520 -5.8088 0.103
H -0.3950 0.7030 -7.7780 0.135
H 2.7474 2.8217 -9.6133 0.183
H 0.8322 0.5223 -10.7572 0.129
H 0.5253 2.2702 -10.9939 0.121
H -0.6419 1.2632 -10.2091 0.102
C 3.6136 -9.3380 -0.3977 -0.038
C 4.8079 -9.5706 -1.3815 -0.136
N 5.6479 -8.3984 -1.4749 -0.041
C 6.3610 -8.0359 -2.6091 0.037
C 7.0712 -6.8176 -2.3023 0.023
N 6.7472 -6.4534 -1.0045 -0.107
C 5.9751 -7.4856 -0.4805 0.057
C 7.1880 -5.2854 -0.3547 -0.016
H 3.9932 -9.0206 0.5735 0.060
H 3.1785 -10.3329 -0.3037 0.101
H 2.8908 -8.5614 -0.6480 0.041
H 4.4375 -9.8520 -2.3672 0.134
H 5.3666 -10.3975 -0.9430 0.144
H 6.4324 -8.6497 -3.4949 0.142
H 7.8116 -6.3204 -2.9114 0.136
H 5.6578 -7.4663 0.5517 0.140
H 6.2843 -4.7247 -0.1159 0.080
H 7.7150 -4.6449 -1.0618 0.111
H 7.7567 -5.3724 0.5711 0.107
Br -1.9632 -6.7438 -1.1908 -0.327
Br -3.3808 4.3572 -3.3748 -0.360
Br -0.4177 -3.3226 6.6903 -0.378
Br 3.2427 0.2281 4.3938 -0.449
Br -3.6527 -1.5699 -2.0130 -0.212
Br 2.0986 6.1978 2.5327 -0.541
C -2.3796 2.1543 3.3432 -0.628
F -2.8379 1.5388 4.4473 0.150
F -1.0753 2.4274 3.4253 0.109
F -2.6505 1.4163 2.2905 0.135
S -3.3458 3.7844 2.9722 0.492
O -3.8244 4.3500 4.2372 -0.306
O -2.2805 4.5558 2.3542 -0.366
O -4.5000 3.4175 2.1950 -0.312
C 1.0354 -0.8230 -3.4331 -0.619
F 0.1826 -0.6057 -4.4245 0.093
F 0.1942 -1.2191 -2.4680 0.097
F 1.9605 -1.7191 -3.8031 0.139
S 1.8147 0.9336 -3.0159 0.516
O 2.9238 1.0452 -3.9402 -0.343
O 0.7142 1.8619 -3.2712 -0.346
O 2.3071 0.8242 -1.5977 -0.345
C -3.9550 -2.8267 3.7359 -0.628
F -4.1124 -3.3563 4.9732 0.100
F -3.1754 -1.7894 3.7727 0.136
F -3.4838 -3.7010 2.8498 0.103
S -5.7781 -2.1988 3.0675 0.522
O -5.5478 -1.0817 2.1477 -0.373
O -6.3387 -3.3118 2.2949 -0.371
O -6.5802 -1.8429 4.2546 -0.328
C 1.7368 -7.6796 4.1760 -0.650
F 2.3990 -7.3528 5.2581 0.164
F 1.8595 -8.9174 3.8936 0.213
F 0.4458 -7.3298 4.3486 0.128
S 2.5903 -6.6916 2.6211 0.565
O 1.9753 -7.1131 1.3283 -0.379
O 2.3096 -5.2487 2.9814 -0.403
O 4.0394 -6.8733 2.5277 -0.371

=====

92
Properties=species:S:1:pos:R:3:lowdin_charge:R:1 method="wB97M-V/def2-TZVPD" total_charge=-4 de_lowest_kj_mol=0.0 spin_multiplicity=1 homo_energy_ev=-2.36 energy_ha=-10980.1069 orbital_gap_ev=8.0
Li 2.8732 1.5957 -3.5859 0.748
Li 1.5153 -2.0733 0.1293 0.646
C -4.1127 -6.9607 -6.6915 -0.665
F -3.5287 -7.4781 -5.6027 0.105
F -3.4828 -7.2859 -7.8110 0.127
F -5.3225 -7.5473 -6.7207 0.096
S -4.3092 -5.0647 -6.4776 0.639
O -4.4577 -4.6118 -7.8346 -0.314
O -5.4247 -4.9039 -5.5532 -0.324
N -2.7991 -4.8321 -5.7474 -0.300
S -2.8867 -3.3473 -5.0977 0.558
O -1.6038 -2.7041 -4.9421 -0.315
O -3.8969 -2.5384 -5.6964 -0.315
C -3.4248 -3.5849 -3.2359 -0.645
F -2.5348 -4.2803 -2.5318 0.132
F -3.5284 -2.3607 -2.7144 0.122
F -4.6141 -4.1685 -3.1719 0.124
C 4.1887 -3.1974 1.7599 -0.650
F 4.6530 -4.4400 1.4783 0.107
F 5.1243 -2.5799 2.4131 0.188
F 3.8909 -2.4922 0.6636 0.100
S 2.5889 -3.4395 2.8050 0.670
O 2.7370 -4.7817 3.3424 -0.307
O 2.5752 -2.4217 3.8441 -0.280
N 1.3618 -3.3291 1.6346 -0.405
S 0.0953 -3.8397 2.3891 0.574
O 0.1300 -5.2851 2.2271 -0.316
O -0.1917 -3.2998 3.7194 -0.279
C -1.2779 -3.2588 1.1887 -0.668
F -1.4957 -1.9631 1.3519 0.141
F -0.8917 -3.4874 -0.0563 0.130
F -2.4125 -3.9003 1.4655 0.153
C 2.8110 4.5938 3.6647 -0.673
F 2.1279 3.5112 4.0106 0.132
F 2.3654 4.9337 2.4468 0.118
F 2.6743 5.6234 4.4749 0.150
S 4.6414 4.0146 3.5463 0.648
O 5.0182 3.8897 4.9385 -0.328
O 4.7588 2.7680 2.8050 -0.299
N 5.2838 5.4421 2.8122 -0.296
S 6.5745 4.7970 2.1091 0.543
O 7.4565 4.0882 3.0384 -0.344
O 6.3554 4.1230 0.8586 -0.307
C 7.5387 6.4059 1.7532 -0.679
F 6.8083 7.1865 0.9529 0.109
F 7.8105 7.0724 2.8751 0.121
F 8.6417 6.0778 1.0796 0.113
C -2.7347 0.0698 6.3056 -0.660
F -2.1823 0.7112 7.3556 0.094
F -1.8039 -0.0561 5.3578 0.142
F -3.1488 -1.0973 6.7292 0.158
S -4.1047 1.2767 5.7136 0.652
O -3.4929 2.5831 5.8411 -0.317
O -4.4573 0.9500 4.3530 -0.312
N -5.3912 1.0526 6.8712 -0.307
S -6.4444 0.0543 6.2035 0.538
O -7.3541 0.8081 5.3624 -0.327
O -6.0034 -1.2115 5.6770 -0.313
C -7.5010 -0.4733 7.6511 -0.679
F -6.9388 -1.4880 8.3047 0.122
F -7.6729 0.5141 8.5509 0.093
F -8.7147 -0.7655 7.1860 0.117
C 0.2178 0.9749 2.3335 -0.652
F 0.3916 0.0865 3.3001 0.157
F -0.9687 0.7448 1.7831 0.136
F 0.2304 2.1938 2.8113 0.174
S 1.6184 0.7505 1.0090 0.662
O 2.0143 2.0758 0.6271 -0.266
O 2.7043 0.0445 1.6590 -0.297
N 0.9034 -0.3112 -0.1458 -0.386
S 0.3342 0.6920 -1.2443 0.588
O -0.4039 1.8434 -0.8318 -0.248
O 1.3610 0.9400 -2.2558 -0.390
C -0.9158 -0.4278 -2.1051 -0.674
F -2.0338 -0.5778 -1.4260 0.166
F -1.2480 0.2445 -3.1986 0.152
F -0.3382 -1.6109 -2.3324 0.129
C 1.6138 0.3576 -6.5931 -0.628
F 2.0037 -0.7245 -7.2508 0.154
F 0.4185 0.7550 -7.0634 0.133
F 1.3930 0.0523 -5.3225 0.119
S 2.9077 1.8546 -6.6508 0.667
O 4.1873 1.1632 -6.4755 -0.332
O 2.7738 2.5505 -7.9255 -0.302
N 2.4499 2.6433 -5.2380 -0.403
S 1.7458 4.0566 -5.5585 0.595
O 2.6084 5.1801 -5.3002 -0.292
O 0.8518 4.0633 -6.6837 -0.288
C 0.4818 4.2196 -4.1583 -0.635
F 0.0184 5.4339 -3.9666 0.164
F -0.6191 3.5004 -4.5517 0.084
F 0.8398 3.6379 -3.0144 0.123